Formula: C3H8NO4
Source: the Open Molecules 2025 dataset
Level of theory: the ωB97M-V functional and the def2-TZVPD basis

Values from the calculation:
Net charge: -1
ΔE to the lowest compared entry with this formula, charge and spin: 48.40 kJ/mol
E_HOMO: -4.5 eV
Calculated total energy: -474.90135 hartree
Orbital gap: 8.08 eV
LUMO: 3.6 eV

Positions of all 16 atoms, in Å:
C 0.8830 0.7927 -1.2425
C -0.0537 1.9231 -0.8159
O -0.8062 2.4565 -1.9071
N 0.5852 -0.4812 -0.6243
C 0.6788 -0.7302 0.7957
O 1.0611 -1.8920 1.0828
O 0.3118 0.1951 1.5394
H 1.9500 1.0678 -1.0915
H 0.8134 0.6848 -2.3251
H -0.6622 1.5630 0.0054
H 0.5077 2.7662 -0.4342
H -1.4129 1.7824 -2.2240
H 0.8934 -1.2844 -1.1482
H -1.1765 -2.4961 1.7143
H -1.5563 -1.6340 0.5931
O -1.9775 -2.2310 1.2268

Charges obtained by Löwdin population analysis, quoted in units of e: -0.22, -0.25, -0.10, 0.00, -0.82, -0.09, -0.05, 0.11, 0.10, 0.10, 0.11, 0.07, 0.10, 0.03, 0.00, -0.10

---

Formula: C21H38BeCuF9N2O19S4V2
Source: the Open Molecules 2025 dataset
Level of theory: the ωB97M-V functional and the def2-TZVPD basis

Values from the calculation:
Net charge: +2
⟨S²⟩: 2.010
E_HOMO (spin up / spin down): -13.5 / -13.5 eV
Multiplicity: 3
Calculated total energy: -8395.99917 hartree
Orbital gap (spin up / spin down): 5.09 / 4.13 eV
LUMO (spin up / spin down): -8.4 / -9.3 eV

Positions of all 97 atoms, in Å:
Be 0.3983 3.4619 -4.3408
O -0.3488 1.9438 1.9860
V 0.6239 2.5519 0.8736
O 1.0718 4.0625 1.3397
O -4.8167 0.1025 -3.1464
V -3.6452 1.2423 -3.2010
O -3.9476 2.2519 -4.4127
Cu 1.5584 -0.3989 -3.6263
C 4.6892 2.5583 -1.4587
F 5.5170 2.1202 -2.4290
F 4.9611 1.7366 -0.4496
F 4.9272 3.8171 -1.0560
S 2.8207 2.4091 -1.9609
O 2.4861 3.3847 -3.0097
O 2.6843 1.0293 -2.4551
O 2.0677 2.6390 -0.7113
C -2.2225 5.9381 -1.2247
F -3.3462 5.5080 -0.6618
F -2.5638 6.5874 -2.3261
F -1.4470 6.6865 -0.4859
S -1.1746 4.3935 -1.7534
O -1.8383 3.6029 -2.8143
O 0.1181 4.8263 -2.3286
O -0.8769 3.6766 -0.4735
C -1.6454 -0.3987 -7.3875
F -1.2134 -1.7008 -7.3066
F -1.0068 0.4458 -8.3167
F -2.9791 -0.4062 -7.6100
S -1.2512 0.2607 -5.5457
O -0.0349 -0.4988 -5.1961
O -0.8957 1.6869 -5.6062
O -2.4143 0.0286 -4.6676
S -0.4651 0.6562 -1.9935
O -1.9263 0.7491 -2.0670
O 0.0677 -0.6635 -2.2573
O 0.2764 1.3631 -3.0849
O 0.0474 1.1423 -0.6906
C -2.3019 -1.2235 1.4965
C -2.7179 -2.6819 1.0517
C -4.2588 -2.7253 1.0310
C -4.7831 -3.7922 0.1084
C -4.4992 -3.5999 -1.3286
C -2.9635 -3.7134 -1.4713
N -2.2534 -2.8103 -0.3836
O -0.8048 -2.9730 -0.4562
C -2.6288 -5.2140 -1.2326
C -2.5087 -3.2175 -2.8034
C -2.2363 -3.7716 2.0737
H -2.6206 -0.4056 0.8504
H -2.6029 -1.0766 2.5337
H -1.2242 -1.0763 1.4267
H -4.6747 -3.0953 1.9682
H -4.6614 -1.7353 0.8169
H -4.5623 -4.7612 0.5562
H -5.8544 -3.6439 0.2444
H -4.8184 -2.6364 -1.7261
H -4.8549 -4.3450 -2.0403
H -1.5776 -5.3846 -1.4648
H -3.1832 -5.8468 -1.9256
H -2.6965 -5.6857 -0.2522
H -2.9333 -3.8635 -3.5718
H -1.4309 -3.3375 -2.9131
H -2.7890 -2.1967 -3.0630
H -2.4573 -4.7843 1.7366
H -1.1467 -3.7763 2.1018
H -2.5231 -3.5572 3.1032
H -0.5304 -2.1127 -0.7823
C 3.4448 -1.3740 2.8569
C 2.3926 -0.2941 3.1512
C 2.0508 -0.2391 4.7158
C 3.0212 0.4974 5.6533
C 3.4134 1.8179 5.0341
C 3.7606 1.8620 3.5028
N 2.6994 1.1256 2.7732
O 2.7868 1.2083 1.3842
C 3.7116 3.3911 3.2335
C 5.1203 1.2542 3.2499
C 1.0538 -0.7437 2.3946
H 3.9017 -1.1872 1.8851
H 3.0933 -2.4056 2.8415
H 4.2829 -1.3528 3.5535
H 1.0302 0.1370 4.7863
H 2.0480 -1.2627 5.0903
H 3.8517 -0.2080 5.6799
H 2.6798 0.5932 6.6840
H 4.1996 2.2415 5.6590
H 2.5922 2.5342 5.0622
H 4.1140 3.4854 2.2248
H 2.7195 3.8307 3.1310
H 4.3202 3.9849 3.9155
H 5.3707 0.3996 3.8784
H 5.4195 0.9119 2.2592
H 5.8884 1.9983 3.4605
H 0.2940 -0.1267 2.8743
H 0.9378 -1.7708 2.7406
H 1.0791 -0.7415 1.3049
H 3.5647 0.6801 1.1908

Charges obtained by Löwdin population analysis, quoted in units of e: 1.22, -0.29, 0.95, -0.27, -0.30, 1.04, -0.26, 0.47, -0.58, 0.15, 0.13, 0.16, 0.66, -0.30, -0.31, -0.39, -0.64, 0.17, 0.17, 0.21, 0.65, -0.36, -0.31, -0.35, -0.45, 0.11, 0.10, 0.14, 0.64, -0.31, -0.35, -0.36, 0.36, -0.36, -0.31, -0.40, -0.38, 0.01, -0.41, -0.14, -0.20, -0.12, -0.42, 0.19, 0.07, 0.01, -0.01, 0.02, 0.09, 0.11, 0.04, 0.14, 0.13, 0.12, 0.13, 0.13, 0.14, 0.09, 0.11, 0.08, 0.11, 0.10, 0.08, 0.08, 0.08, 0.11, 0.08, 0.01, -0.38, -0.10, -0.15, -0.12, -0.43, 0.13, 0.03, 0.00, 0.01, -0.02, 0.09, 0.11, 0.09, 0.12, 0.13, 0.11, 0.13, 0.14, 0.13, 0.09, 0.08, 0.12, 0.09, 0.09, 0.12, 0.06, 0.09, 0.09, 0.11

---

Formula: C20H41IrN2OP3
Source: the Open Molecules 2025 dataset
Level of theory: the ωB97M-V functional and the def2-TZVPD basis

Values from the calculation:
Net charge: +4
⟨S²⟩: 8.774
ΔE to the lowest compared entry with this formula, charge and spin: 147.80 kJ/mol
E_HOMO (spin up / spin down): -17.6 / -20.4 eV
Multiplicity: 6
Calculated total energy: -2098.10341 hartree
Orbital gap (spin up / spin down): 6.05 / 4.61 eV
LUMO (spin up / spin down): -11.5 / -15.8 eV

Positions of all 68 atoms, in Å:
Ir 0.4270 1.8251 -0.3405
P 1.6494 0.0152 0.5043
P 1.8493 3.4993 -0.3206
P -2.1189 -2.8706 -0.8175
H 1.9127 1.6315 -2.5065
C 0.9966 1.1967 -2.1073
C -0.2381 1.9735 -2.2138
H -0.1523 2.9196 -2.7255
C 2.7590 -0.8390 -0.6707
C 2.7058 0.7468 1.7953
C 0.9729 -1.4327 1.4149
C 1.3438 4.9280 -1.3330
C 1.5144 3.9619 1.4144
C 3.5630 3.1216 -0.7693
C -3.6360 -3.4175 -1.6644
C -2.2311 -2.6447 0.9905
C -0.5245 -3.5354 -1.4172
H 0.9276 0.1397 -2.2501
H -1.1603 1.4271 -2.4784
H 3.4879 -1.4752 -0.1474
H 3.3055 -0.1113 -1.2857
H 2.1547 -1.4683 -1.3439
H 3.4130 -0.0106 2.1528
H 2.0589 1.0713 2.6207
H 3.2518 1.6100 1.4023
H 1.7644 -1.8803 2.0304
H 0.5952 -2.1997 0.7247
H 0.1567 -1.1483 2.0966
H 2.1642 5.6474 -1.4332
H 0.4875 5.4416 -0.8709
H 1.0583 4.5625 -2.3301
H 2.4291 4.2385 1.9441
H 1.0230 3.1137 1.9232
H 0.8157 4.8075 1.3990
H 4.0228 4.0139 -1.2062
H 3.5802 2.3348 -1.5315
H 4.1801 2.8056 0.0754
H -4.2324 -4.1851 -1.1529
H -3.3534 -3.7203 -2.6808
H -4.2521 -2.5136 -1.7499
H -3.2423 -2.8474 1.3609
H -1.9730 -1.6179 1.2432
H -1.5558 -3.3124 1.5523
H -0.7059 -4.4560 -1.9653
H 0.1832 -3.7720 -0.6113
H -0.0753 -2.8012 -2.1029
C -1.8615 -1.1728 -4.5491
C -0.8569 -1.8810 -5.3120
C -1.1660 -2.2593 -6.6098
C -2.3832 -1.8412 -7.1901
C -3.2226 -0.9044 -6.5254
C -2.8418 -0.4100 -5.2875
O -2.0305 -1.3582 -3.3117
H -2.2489 -1.6834 -1.5796
H 0.0395 -2.2108 -4.7916
H -0.4952 -2.9625 -7.1227
H -2.6743 -2.2089 -8.1844
H -4.0909 -0.4824 -7.0436
H -3.3881 0.3531 -4.7311
N -1.6970 1.2849 1.7700
C -2.9700 1.5267 2.1519
C -3.5980 2.1728 1.0948
C -2.6590 2.2610 0.0612
N -1.4651 1.7510 0.5237
H -0.9764 0.7637 2.2952
H -3.3236 1.2616 3.1382
H -4.6210 2.5318 1.1008
H -2.8125 2.6315 -0.9478

Charges obtained by Löwdin population analysis, quoted in units of e: 1.14, 0.71, 0.67, 0.96, 0.07, -0.41, -0.31, 0.06, -0.22, -0.23, -0.22, -0.19, -0.23, -0.19, -0.19, -0.18, -0.19, 0.02, 0.06, 0.09, 0.05, 0.04, 0.08, 0.06, 0.02, 0.09, 0.01, 0.04, 0.08, 0.07, 0.05, 0.08, 0.01, 0.07, 0.08, 0.04, 0.06, 0.08, 0.06, 0.07, 0.08, 0.02, 0.08, 0.07, 0.06, 0.03, -0.33, 0.14, 0.09, 0.07, 0.11, 0.15, 0.00, 0.01, 0.15, 0.17, 0.16, 0.17, 0.16, -0.01, -0.02, -0.01, -0.07, -0.21, 0.15, 0.15, 0.13, 0.12